{
  "formula": "C35H55N7O5S2Si2Ti",
  "method": "ωB97M-V/def2-TZVPD",
  "elements": ["Ti", "S", "C", "N", "N", "C", "C", "C", "C", "C", "C", "N", "N", "C", "C", "C", "C", "C", "C", "H", "H", "H", "H", "H", "H", "H", "H", "H", "H", "H", "C", "C", "C", "C", "O", "Si", "S", "O", "C", "C", "C", "C", "O", "C", "C", "C", "C", "H", "H", "H", "H", "H", "H", "H", "H", "H", "H", "H", "H", "H", "H", "H", "H", "H", "H", "H", "H", "H", "H", "H", "H", "H", "H", "H", "O", "C", "C", "C", "C", "O", "N", "H", "H", "H", "H", "N", "C", "C", "N", "C", "H", "H", "H", "H", "C", "Si", "C", "C", "H", "H", "H", "H", "H", "H", "H", "H", "H"],
  "xyz": [[-0.5720, -0.2112, -0.9058], [1.7066, -0.8762, -0.8086], [2.0676, -0.4760, -2.5007], [3.3297, -0.5257, -2.8577], [3.5222, -0.2121, -4.2206], [4.2022, 0.9421, -4.5274], [4.1659, 1.4424, -5.8427], [4.9049, 2.5551, -6.2014], [5.7044, 3.2141, -5.2715], [5.7268, 2.7326, -3.9655], [4.9916, 1.6226, -3.5851], [1.0811, -0.2061, -3.3831], [-0.1680, -0.1807, -2.8688], [-1.0790, 0.1192, -3.9082], [-0.7846, 1.1542, -4.8065], [-1.7085, 1.5294, -5.7694], [-2.9338, 0.8768, -5.8754], [-3.2157, -0.1708, -5.0072], [-2.2989, -0.5503, -4.0372], [2.6809, -0.3458, -4.7671], [3.5375, 0.9441, -6.5751], [4.8481, 2.9196, -7.2223], [6.2766, 4.0915, -5.5520], [6.3186, 3.2464, -3.2143], [4.9767, 1.2763, -2.5610], [0.1700, 1.6561, -4.7031], [-1.4680, 2.3444, -6.4449], [-3.6489, 1.1738, -6.6353], [-4.1564, -0.7065, -5.0839], [-2.5200, -1.3628, -3.3625], [1.9994, 1.2337, 4.2139], [2.0802, 0.8488, 2.7356], [3.1696, -0.2014, 2.5148], [2.3740, 2.0757, 1.8773], [0.8124, 0.3600, 2.2661], [-0.2762, -0.7420, 2.8058], [-1.6705, -1.0624, 1.3381], [0.6687, -2.0343, 3.2566], [0.3790, -3.2089, 4.0089], [1.3319, -4.2826, 3.4962], [0.6661, -2.9114, 5.4828], [-1.0671, -3.6668, 3.8392], [-0.8842, -0.2784, 4.2920], [-2.0608, 0.4068, 4.7273], [-2.2883, 1.6642, 3.9024], [-3.2702, -0.5226, 4.6331], [-1.7988, 0.7700, 6.1872], [2.9260, 1.7286, 4.5230], [1.8482, 0.3495, 4.8357], [1.1627, 1.9149, 4.3842], [4.1437, 0.2015, 2.8147], [3.2149, -0.4775, 1.4598], [2.9557, -1.0916, 3.1000], [3.3696, 2.4780, 2.0829], [1.6300, 2.8516, 2.0821], [2.3142, 1.7877, 0.8264], [2.3625, -3.9306, 3.5864], [1.1325, -4.4941, 2.4435], [1.2219, -5.2059, 4.0744], [1.7155, -2.6254, 5.6032], [0.4687, -3.7899, 6.1067], [0.0413, -2.0825, 5.8190], [-1.3196, -3.7752, 2.7833], [-1.7549, -2.9418, 4.2744], [-1.2135, -4.6299, 4.3407], [-2.4617, 1.4198, 2.8552], [-1.4040, 2.3065, 3.9436], [-3.1470, 2.2262, 4.2865], [-3.3707, -0.8924, 3.6113], [-4.1873, 0.0097, 4.9082], [-3.1476, -1.3729, 5.3105], [-0.9536, 1.4602, 6.2525], [-1.5547, -0.1308, 6.7573], [-2.6760, 1.2442, 6.6366], [1.4419, 2.5249, -2.2487], [0.7270, 2.8585, -1.3272], [0.6917, 4.2983, -0.7957], [-0.3772, 4.2619, 0.2801], [-0.8420, 2.8026, 0.2713], [-1.7614, 2.4110, 0.9687], [-0.1523, 2.0576, -0.6400], [0.4657, 4.9598, -1.6324], [1.6885, 4.5555, -0.4377], [-1.2382, 4.9029, 0.0874], [-0.0144, 4.4971, 1.2812], [-4.2451, 1.7090, -2.1271], [-4.8568, 0.6203, -1.5438], [-3.8502, -0.1255, -1.0256], [-2.6509, 0.4803, -1.2947], [-2.9228, 1.5759, -1.9529], [-4.6828, 2.4455, -2.6450], [-5.9255, 0.4836, -1.5484], [-3.8941, -1.0462, -0.4713], [-2.1844, 2.2610, -2.3326], [-2.8378, -3.4511, -1.3427], [-1.0243, -2.7817, -1.3503], [-0.3610, -3.3973, -3.0378], [-0.1545, -3.9532, -0.1315], [-2.8289, -4.5295, -1.5559], [-3.4801, -2.9754, -2.0935], [-3.3019, -3.3118, -0.3579], [-0.5288, -4.4790, -3.1460], [0.7163, -3.2082, -3.0992], [-0.8231, -2.8939, -3.8926], [-0.4192, -4.9970, -0.3518], [-0.4429, -3.7194, 0.8955], [0.9297, -3.8391, -0.2173]],
  "forces_ev_per_a": [[0.988, -0.656, -1.149], [-0.417, -0.014, 0.013], [-0.575, 0.230, -1.228], [0.444, -0.047, 0.479], [-0.086, 0.311, 0.123], [-0.026, -0.240, 0.005], [0.051, 0.009, -0.033], [-0.034, -0.039, 0.002], [0.021, 0.023, 0.008], [-0.021, -0.021, 0.017], [-0.013, 0.049, 0.007], [1.510, -0.416, 0.322], [-1.282, 0.400, 0.727], [0.071, -0.123, 0.468], [0.031, 0.035, -0.120], [0.115, -0.001, 0.089], [-0.107, 0.003, -0.060], [0.012, 0.016, 0.025], [0.004, 0.085, -0.051], [-0.205, 0.024, -0.070], [0.030, 0.008, 0.028], [-0.001, 0.005, 0.004], [-0.016, -0.032, 0.007], [0.001, -0.001, -0.017], [-0.005, -0.030, -0.040], [-0.030, -0.032, 0.016], [-0.012, -0.016, 0.017], [0.005, -0.026, 0.014], [0.007, 0.006, -0.006], [-0.020, -0.068, 0.051], [-0.053, -0.035, -0.053], [-0.091, -0.093, -0.102], [-0.026, 0.086, -0.043], [-0.123, -0.011, 0.005], [0.246, 0.204, 0.153], [0.364, 0.106, 0.368], [0.034, 0.140, 0.012], [-0.148, -0.128, -0.041], [0.063, 0.176, 0.007], [0.048, -0.052, -0.041], [0.035, 0.009, 0.008], [-0.046, -0.043, -0.039], [-0.265, -0.058, 0.059], [0.153, -0.003, -0.069], [0.014, 0.016, -0.039], [0.010, -0.026, -0.020], [0.065, -0.013, 0.031], [-0.034, -0.041, -0.032], [-0.029, -0.020, 0.002], [0.009, 0.001, -0.026], [-0.071, 0.004, 0.004], [-0.022, 0.020, 0.068], [-0.020, -0.103, 0.043], [-0.011, -0.038, 0.041], [0.015, -0.014, -0.066], [0.014, 0.044, -0.006], [-0.037, -0.015, -0.014], [0.006, 0.025, 0.061], [0.001, 0.031, -0.023], [-0.058, -0.006, -0.007], [0.009, 0.026, -0.043], [0.009, -0.017, -0.018], [0.031, -0.006, 0.068], [-0.012, 0.032, 0.005], [0.015, 0.062, -0.017], [0.004, 0.015, 0.025], [-0.041, -0.027, -0.007], [0.040, -0.034, -0.008], [-0.009, 0.015, 0.020], [0.076, -0.016, -0.001], [-0.003, 0.008, -0.035], [-0.026, -0.042, 0.003], [-0.013, 0.041, -0.018], [0.007, -0.003, -0.031], [-0.098, 0.092, 0.126], [0.247, -0.077, -0.204], [-0.038, -0.015, 0.002], [0.133, -0.051, 0.040], [-0.069, 0.110, -0.155], [-0.108, 0.077, 0.042], [-0.535, -0.143, 0.376], [-0.008, 0.032, -0.003], [0.010, -0.015, 0.036], [-0.020, 0.009, -0.021], [0.019, 0.024, 0.018], [-0.113, 0.091, -0.019], [-0.246, -0.008, -0.027], [-0.027, -0.164, 0.113], [0.114, -0.090, 0.054], [0.203, 0.106, -0.104], [-0.056, 0.039, -0.046], [0.096, 0.027, 0.009], [-0.006, 0.003, -0.013], [-0.011, 0.040, -0.028], [0.009, -0.036, 0.069], [-0.098, 0.120, -0.220], [-0.008, -0.016, 0.055], [-0.042, -0.027, 0.026], [0.013, 0.086, 0.020], [0.040, -0.002, 0.053], [0.039, 0.000, -0.079], [0.018, 0.079, 0.027], [-0.075, 0.022, 0.004], [0.035, -0.023, 0.065], [0.018, 0.065, 0.030], [0.045, -0.028, -0.085], [-0.046, 0.013, 0.011]],
  "max_force_ev_per_a": 1.65,
  "homo_ha": [-0.009, -0.009],
  "total_charge": -2,
  "de_lowest_kj_mol": 110.24,
  "orbital_gap_ev": [4.152, 4.152]
}